No. 1
The following is a quantum chemistry calculation of a 17-piece molecular cluster, H33O17 overall at a distorted geometry, from OMol25.

```
50
Properties=species:S:1:pos:R:3:forces:R:3:nbo_charge:R:1
O 0.680 -1.562 -5.011 3.671 -8.816 -1.396 -0.917
H 0.976 -0.815 -5.269 2.794 8.179 -2.527 0.457
H -0.065 -1.541 -4.587 -6.377 0.613 4.012 0.460
O -0.104 2.691 -4.455 3.600 -0.051 0.380 -0.946
H 0.215 2.184 -3.686 -0.720 0.196 -0.583 0.472
H -1.018 2.725 -4.468 -2.820 -0.268 0.266 0.477
O -5.239 -2.570 -0.085 1.450 -1.646 2.066 -0.944
H -5.999 -2.303 0.398 -0.991 0.518 0.114 0.476
H -5.198 -2.212 -0.929 -0.427 1.169 -2.199 0.469
O -0.094 -2.845 -2.416 -1.302 0.588 2.529 -1.057
H -0.332 -3.090 -1.365 1.445 -0.147 -3.856 0.499
H 0.443 -3.402 -2.980 0.152 -0.471 0.636 0.488
O -0.093 -1.494 1.379 2.652 0.270 -0.862 -0.627
H -2.047 -4.053 3.336 -2.608 -0.884 0.539 0.458
O -1.685 0.108 2.289 4.560 -0.544 1.629 -0.962
H 3.096 2.099 3.342 -0.864 -0.468 4.110 0.507
H -2.499 0.115 1.880 -2.522 -0.359 -1.919 0.471
O -0.997 -3.174 -0.060 1.983 -0.180 2.585 -0.734
H -2.022 -1.121 4.001 2.258 0.669 -0.946 0.474
H -0.555 -2.572 0.752 0.466 -1.754 -0.355 0.454
O -2.163 0.127 -4.945 -2.870 2.901 4.877 -0.945
H -1.795 -0.506 -5.455 1.741 -3.523 -2.358 0.468
H 0.782 -1.071 1.037 -1.706 -0.839 0.458 0.529
O -2.804 -1.343 4.440 -3.330 0.022 -0.299 -0.943
H -1.473 -2.395 -0.181 -2.833 1.917 -1.670 0.472
H -3.453 -0.997 3.754 0.916 -0.801 1.557 0.466
O 3.703 2.304 -1.512 2.529 1.115 -0.912 -1.011
H 4.681 2.723 -1.469 -3.936 -1.629 0.917 0.500
H 3.180 2.122 -0.707 1.204 0.553 0.060 0.510
O 1.858 4.890 -3.067 -2.935 0.764 0.294 -0.941
H 2.565 4.306 -3.041 2.501 -1.660 0.091 0.467
H 3.901 -3.195 3.284 0.550 1.332 -1.105 0.478
O -3.008 -4.326 3.591 2.669 1.240 -0.040 -0.943
H -3.159 -3.705 4.334 -0.067 -0.322 -0.541 0.483
H 1.693 1.525 1.714 -0.509 0.494 -1.092 0.503
O 4.169 -2.565 2.559 -1.381 -4.419 -0.672 -0.940
H 4.371 -1.761 2.918 0.799 3.103 1.793 0.462
H -0.963 -0.593 1.890 -2.650 1.816 0.445 0.465
O 1.330 1.811 4.466 2.881 0.993 0.970 -0.950
H 0.879 2.505 4.917 -0.508 0.786 0.517 0.482
H 0.691 1.324 4.042 -2.416 -1.758 -1.480 0.473
O 3.423 1.990 2.516 -7.661 9.603 -0.339 -0.951
H 3.939 1.441 2.218 8.547 -9.271 -3.582 0.459
H -2.514 -0.263 -4.068 1.081 0.621 -2.526 0.477
O 1.361 1.523 0.780 -0.132 -0.576 0.255 -1.008
H 1.101 4.263 -3.008 0.408 0.883 -0.420 0.472
H 0.398 1.655 0.709 0.611 0.109 0.541 0.492
O -0.326 4.141 -0.692 1.747 -5.744 0.117 -0.966
H 0.637 3.965 -0.811 -1.161 1.029 0.177 0.492
H -0.563 4.998 -0.713 -0.490 4.646 -0.259 0.473
```
Forces are in eV/Å.

Molecular weight, g mol⁻¹: 305.2
Gap between HOMO and LUMO (spin up / spin down), Eh: 0.3762 / 0.1776
Relative energy (zero: lowest compared OMol25 entry of this formula, charge and spin), kcal per mole: 102.8
<S²>: 0.76
Multiplicity: 2
Total charge: 0


No. 2
The following is a quantum chemistry calculation of a 10-piece molecular cluster, C17H53N16O11 overall at a distorted geometry, from OMol25.

```
97
Properties=species:S:1:pos:R:3:forces:R:3:mulliken_spin:R:1
C -0.521 -1.279 -0.361 0.479 -0.281 0.695 0.053
C 0.252 -0.211 -1.139 -2.573 0.640 -2.219 -0.172
O 0.572 -0.565 -2.337 0.444 0.180 1.673 0.266
O 0.250 0.986 -0.743 0.748 -1.066 0.355 -0.038
H -1.189 -0.985 0.449 0.167 0.866 -0.087 -0.003
H 0.232 -1.871 0.158 0.010 -0.587 -0.200 0.015
H -1.138 -1.888 -1.023 0.464 -0.130 -0.210 -0.024
C -5.254 -0.335 2.493 -1.255 0.484 0.548 0.000
C -4.780 -1.697 2.897 0.203 -0.252 -0.631 0.001
C -3.434 -1.886 2.298 1.428 -1.182 0.243 -0.005
O -3.278 -3.341 2.313 0.825 0.532 -1.451 0.000
C -2.321 -3.815 1.341 0.088 0.757 0.473 0.000
N -4.818 -1.831 4.341 -0.096 0.615 -0.248 0.000
H -5.516 -0.388 1.436 -0.161 0.541 0.205 0.000
H -4.622 0.521 2.729 1.074 -0.325 -0.551 0.000
H -6.056 -0.027 3.164 -0.941 -0.418 -0.482 0.000
H -5.294 -2.538 2.433 -0.912 0.385 0.020 0.000
H -2.638 -1.367 2.832 0.276 -0.349 1.049 -0.001
H -3.250 -1.359 1.362 -0.801 -0.830 -0.996 0.003
H -1.352 -3.409 1.629 0.347 -0.318 -0.072 0.000
H -2.502 -3.469 0.323 -0.440 0.319 -0.020 0.000
H -2.293 -4.902 1.261 -0.172 0.038 0.618 0.000
H -4.293 -2.640 4.644 0.251 -0.074 -0.019 0.000
H -4.277 -0.999 4.529 0.283 0.019 1.403 0.000
C 1.549 1.087 4.259 0.098 1.510 -0.444 0.004
C 0.651 -0.111 4.284 -0.375 -1.245 -2.873 0.002
C 0.991 -1.184 3.166 -1.431 1.736 0.157 -0.016
O 2.317 -1.407 3.197 3.407 -0.724 -0.687 0.001
C 2.863 -2.261 2.157 -0.306 0.593 0.367 -0.002
N 0.672 -0.727 5.550 0.269 -0.812 1.754 0.000
H 2.592 0.921 4.528 -0.112 -0.449 0.325 -0.001
H 1.086 1.800 4.942 0.291 0.165 0.323 0.000
H 1.619 1.671 3.341 -0.360 -0.327 -0.434 -0.002
H -0.377 0.161 4.048 -0.112 0.348 0.035 0.000
H 0.758 -0.725 2.206 -0.558 0.111 -0.323 0.005
H 0.455 -2.129 3.254 -0.569 -0.057 0.317 0.001
H 2.793 -1.947 1.115 -0.717 0.945 -0.032 -0.002
H 2.322 -3.207 2.170 0.579 -0.488 0.398 0.001
H 3.944 -2.225 2.291 -0.135 -0.808 0.487 -0.002
H 0.494 -0.011 6.239 -0.411 0.160 0.300 0.000
H 1.651 -0.906 5.719 0.364 -0.600 0.196 0.000
C -2.055 -2.735 -3.787 -0.164 -0.510 -0.408 0.003
O -2.955 -3.484 -3.871 -3.867 -4.213 -0.100 -0.004
N -2.173 -1.479 -3.758 -1.344 8.832 0.783 0.014
N -0.792 -2.960 -3.828 4.762 -3.461 0.019 -0.014
H -1.310 -0.984 -3.585 -0.449 0.673 -0.018 0.025
H -2.992 -0.917 -3.573 -0.119 -0.836 -0.167 -0.011
H -0.180 -2.190 -3.598 0.803 -0.842 0.053 0.017
H -0.529 -3.936 -3.826 0.559 0.443 0.017 0.002
C -3.983 2.196 -0.090 0.246 4.756 4.217 0.018
O -4.061 2.884 0.971 1.387 -1.190 -1.177 -0.006
N -3.135 2.267 -1.069 2.778 -0.518 -2.651 -0.031
N -4.988 1.451 -0.380 -4.666 -3.468 -0.811 0.002
H -3.283 1.512 -1.723 0.571 0.262 -0.185 0.004
H -2.200 2.649 -1.089 -0.088 0.544 0.450 0.013
H -5.249 1.340 -1.349 -0.121 -0.159 0.275 -0.003
H -5.733 1.535 0.297 -0.033 -0.098 -0.333 0.001
C -0.054 3.488 1.786 0.970 -0.186 -2.086 -0.006
O -0.215 4.086 2.781 -0.224 2.600 4.931 0.006
N 1.087 3.371 1.107 1.915 0.021 0.045 -0.078
N -0.997 2.931 1.098 -4.232 -3.141 -2.561 0.004
H 0.959 2.989 0.181 1.144 0.386 0.013 0.072
H 1.913 3.757 1.542 0.018 -0.241 -0.760 0.008
H -1.980 2.859 1.316 0.093 0.735 0.806 -0.004
H -0.748 2.221 0.424 0.281 0.046 -0.017 0.033
C 2.993 -0.275 -5.453 -3.205 -5.229 1.724 1.493
O 2.625 -1.375 -5.862 -0.873 -1.313 -0.041 -0.399
N 2.710 0.259 -4.312 -1.592 -0.080 3.817 -1.222
N 3.708 0.456 -6.133 4.946 3.715 -5.613 0.304
H 2.992 1.229 -4.284 -0.676 0.611 1.044 0.582
H 1.864 -0.114 -3.906 0.032 0.586 0.714 0.065
H 3.835 1.391 -5.772 0.512 0.669 -1.169 -0.548
H 3.680 0.079 -7.070 0.860 1.121 -0.449 -0.041
C 3.940 1.351 0.393 1.723 1.421 0.584 0.274
O 5.007 1.391 0.995 0.657 -0.415 0.179 -0.030
N 2.835 0.821 0.864 -2.148 -1.500 0.988 0.102
N 3.733 1.984 -0.773 -0.411 0.324 -1.595 0.176
H 2.792 0.390 1.776 0.279 0.172 -0.168 -0.003
H 1.970 1.019 0.383 -0.154 -0.201 0.317 -0.053
H 4.453 2.450 -1.305 -0.066 -0.256 0.245 -0.341
H 2.851 1.794 -1.228 0.224 0.399 -0.328 0.050
C 3.635 -2.604 -1.636 -1.879 -1.041 -0.349 -0.012
O 4.521 -3.368 -1.595 4.306 -3.268 0.200 -0.003
N 3.685 -1.324 -1.420 -0.778 4.303 0.334 0.032
N 2.355 -2.997 -1.851 -1.032 0.166 0.200 0.013
H 2.850 -0.888 -1.786 0.401 0.873 0.127 -0.016
H 4.462 -0.691 -1.302 0.227 -0.803 -0.133 -0.027
H 1.746 -2.195 -1.776 -1.218 -1.026 -0.680 -0.015
H 2.128 -3.931 -2.161 0.029 0.595 0.093 -0.002
C 0.673 4.271 -2.264 -0.479 -0.884 0.389 1.669
O -0.348 4.620 -1.722 -1.545 0.445 0.924 -0.366
N 1.017 2.999 -2.511 1.037 -1.640 -1.035 -0.757
N 1.636 5.095 -2.664 1.500 1.919 -0.702 -0.083
H 1.838 2.891 -3.089 0.339 -0.088 -0.246 0.491
H 0.665 2.098 -2.221 -0.941 0.536 0.478 -0.019
H 2.310 4.729 -3.321 0.398 0.246 -0.004 -0.344
H 1.631 6.086 -2.469 -0.352 -0.413 -0.142 -0.116
```
Forces are in eV/Å.

Molecular weight, g mol⁻¹: 657.7
Gap between HOMO and LUMO (spin up / spin down), Eh: 0.0825 / 0.3150
<S²>: 0.75
Multiplicity: 2
Total charge: -2


No. 3
The following is a quantum chemistry calculation of a 9-piece molecular cluster, C22H36BrCl25NO2 overall at a distorted geometry, from OMol25.

```
87
Properties=species:S:1:pos:R:3:forces:R:3:lowdin_charge:R:1
C -2.779 2.486 2.994 -0.363 -0.826 0.241 -0.127
C -1.215 2.083 2.596 -0.238 0.588 -1.006 -0.249
C -0.984 0.429 2.692 0.122 2.163 1.429 -0.211
O -2.127 -0.173 1.988 2.287 -1.549 -1.339 -0.161
C -1.713 -0.977 0.829 0.068 -0.090 -0.550 -0.223
C -0.854 -0.170 -0.310 -0.077 0.239 -1.417 -0.219
C -1.833 -0.026 -1.659 -0.255 1.088 1.339 -0.138
C -2.969 1.120 -1.223 -0.133 -0.172 0.158 -0.285
C -3.672 1.851 -2.519 1.709 0.315 1.469 -0.548
Cl -5.376 1.144 -2.695 1.418 0.768 -0.319 0.507
C 0.552 -0.888 -0.759 0.225 0.078 -0.551 -0.181
C 0.530 -2.528 -0.745 2.477 0.267 0.262 -0.582
Br 0.874 -3.345 -2.582 -0.606 0.670 1.748 0.645
N -0.717 -3.113 -0.118 0.180 0.975 0.032 0.034
C -0.917 -2.376 1.222 -2.863 0.522 1.782 -0.167
C -2.017 -3.312 2.054 -0.097 -0.799 -0.534 -0.135
C -1.320 -4.507 2.940 -0.711 1.116 0.398 -0.150
C -0.854 -3.819 4.370 0.177 -0.948 -0.034 -0.219
O 0.437 -4.444 4.727 0.102 2.592 0.294 -0.180
H -3.284 1.571 3.556 1.049 1.978 -1.120 0.073
H -3.448 2.675 2.034 1.546 -0.314 2.007 0.080
H -2.852 3.414 3.708 0.283 -1.772 -1.515 0.080
H -0.413 2.679 3.248 -2.527 -1.542 -2.086 -0.013
H -1.082 2.455 1.471 -0.073 -0.993 2.309 0.061
H 0.070 0.096 2.309 -2.003 0.616 0.376 0.130
H -1.020 0.197 3.862 -0.124 0.077 -2.800 0.056
H -2.721 -1.333 0.297 2.013 0.778 1.366 0.128
H -0.581 0.945 -0.020 -0.625 -2.525 -0.261 0.104
H -1.184 0.310 -2.584 -1.385 -0.738 1.808 0.108
H -2.418 -1.015 -1.885 1.252 1.717 0.181 0.088
H -2.493 1.984 -0.553 -1.117 -2.493 -1.486 0.026
H -3.785 0.578 -0.566 1.568 1.170 -1.407 0.106
H -3.712 3.014 -2.258 -0.329 -2.674 -0.945 0.090
H -2.963 1.660 -3.448 -2.041 0.395 1.611 0.096
H 0.788 -0.530 -1.869 -0.486 -0.971 2.513 0.080
H 1.483 -0.554 -0.108 -2.062 -0.724 -1.178 0.127
H 1.442 -2.895 -0.081 -2.108 0.631 -1.455 0.108
H -0.670 -4.137 0.075 0.254 0.810 -0.417 0.174
H -1.546 -2.944 -0.763 0.931 -0.201 0.960 0.159
H 0.082 -2.204 1.806 -1.737 -0.558 -1.415 0.167
H -2.733 -2.678 2.732 1.594 -0.962 -1.423 0.142
H -2.703 -3.805 1.211 1.279 1.075 1.725 0.119
H -0.407 -4.951 2.350 -1.621 0.738 1.412 0.110
H -2.118 -5.344 3.176 1.757 1.665 -0.693 0.133
H -1.612 -4.095 5.244 1.369 0.822 -2.055 0.145
H -0.719 -2.658 4.284 -0.453 -2.112 0.050 0.121
H 1.026 -3.698 5.081 -1.280 -1.768 -0.596 0.101
C 0.063 2.975 -2.485 -0.016 0.149 -0.308 -1.468
Cl -1.021 3.571 -1.215 0.655 0.563 -0.284 0.614
Cl 0.638 4.316 -3.491 -0.107 -0.257 0.235 0.558
Cl 1.429 2.098 -1.776 -0.055 0.239 -0.077 0.599
H -0.498 2.285 -3.120 0.193 0.247 0.195 0.002
C -5.667 -2.553 -2.615 -0.394 0.000 -0.508 -1.537
Cl -6.976 -3.738 -2.764 0.298 0.256 0.099 0.549
Cl -4.716 -2.858 -1.151 0.089 0.030 0.185 0.514
Cl -4.629 -2.589 -4.050 -0.086 0.069 0.268 0.521
H -6.111 -1.558 -2.536 0.241 -0.312 0.034 -0.028
C 1.978 5.643 0.235 0.053 0.019 -0.077 -1.537
Cl 0.701 5.308 1.417 0.107 0.012 -0.085 0.508
Cl 2.310 7.381 0.152 -0.066 -0.241 -0.051 0.546
Cl 3.452 4.747 0.641 -0.209 0.077 -0.096 0.522
H 1.633 5.311 -0.748 0.096 0.096 0.297 -0.026
C 4.095 -3.664 1.471 0.315 -0.305 -0.011 -1.537
Cl 2.818 -3.998 2.653 -0.098 0.017 -0.198 0.550
Cl 4.427 -1.926 1.389 -0.146 -0.026 -0.028 0.545
Cl 5.569 -4.560 1.878 -0.365 0.216 -0.150 0.561
H 3.750 -3.996 0.489 0.152 0.089 0.284 0.011
C 6.112 -1.940 -1.945 0.184 0.046 0.091 -1.545
Cl 4.837 -1.300 -2.996 0.009 -0.058 0.144 0.492
Cl 6.443 -3.638 -2.331 -0.115 0.168 0.116 0.516
Cl 7.586 -0.969 -2.094 -0.266 -0.147 0.065 0.540
H 5.765 -1.884 -0.910 0.156 -0.014 -0.403 -0.057
C -0.203 2.305 6.242 0.071 0.082 0.304 -1.467
Cl -1.512 1.120 6.092 0.044 0.205 0.251 0.578
Cl 0.748 2.000 7.705 -0.199 0.082 -0.274 0.549
Cl 0.836 2.269 4.807 0.942 -0.079 1.214 0.611
H -0.647 3.301 6.321 0.142 -0.341 -0.056 0.031
C 2.623 8.517 -3.658 0.015 0.176 0.123 -1.547
Cl 2.133 10.050 -4.400 0.034 -0.251 0.137 0.529
Cl 2.359 7.171 -4.779 -0.008 0.056 0.090 0.498
Cl 4.321 8.585 -3.155 -0.269 -0.049 -0.024 0.516
H 2.007 8.352 -2.770 0.218 0.043 -0.296 -0.014
C 3.939 -2.896 -6.628 0.270 -0.005 -0.191 -1.522
Cl 2.661 -3.230 -5.446 0.045 0.017 -0.154 0.452
Cl 4.270 -1.157 -6.710 -0.096 -0.236 -0.018 0.517
Cl 5.412 -3.791 -6.221 -0.270 0.132 -0.074 0.524
H 3.594 -3.228 -7.610 0.091 0.115 0.363 0.022
```
Forces are in eV/Å.

Molecular weight, g mol⁻¹: 1312.8
Gap between HOMO and LUMO, Eh: 0.3553
Total charge: +1